Arrangement P

18
Properties=species:S:1:pos:R:3:mulliken_charge:R:1 method="wB97M-V/def2-TZVPD" smiles="C=NN1CSC[C@H]1C" homo_ev=-8.583 mol_weight_g_mol=130.22 charge=0
C -1.39 1.85 -0.95 -0.26
N -0.72 0.78 -0.98 -0.51
N 0.42 0.56 -0.32 0.28
C 0.66 1.33 0.87 -0.42
S -0.08 0.39 2.35 -0.19
C 0.06 -1.18 1.37 -0.64
C 0.79 -0.86 0.08 0.07
C 0.17 -1.65 -1.09 -1.72
H -2.16 1.99 -1.66 0.28
H -1.04 2.81 -0.48 0.17
H 1.68 1.68 1.17 0.30
H 0.03 2.29 0.77 0.12
H -1.01 -1.63 1.16 0.28
H 0.54 -1.91 1.99 0.45
H 1.79 -1.06 0.11 0.45
H -0.85 -1.68 -1.18 0.47
H 0.67 -2.56 -1.19 0.45
H 0.44 -1.13 -2.01 0.42



Arrangement Q

18
Properties=species:S:1:pos:R:3:mulliken_charge:R:1 method="wB97M-V/def2-TZVPD" homo_ev=-8.981 mol_weight_g_mol=130.22 charge=0
C -1.01 -0.16 -1.48 0.48
C -1.30 0.33 -0.14 -0.93
C -0.41 -0.45 0.79 0.55
C -0.42 -1.70 0.79 -1.03
C 0.35 0.38 1.96 -0.67
H 0.80 0.29 -2.56 0.22
H 0.35 1.46 -1.19 0.27
H -1.28 -1.17 -3.06 0.22
H -1.12 1.42 -0.09 0.35
H -2.41 0.32 0.29 0.26
H 0.33 -2.29 1.32 0.29
H -0.89 -2.14 0.00 0.49
H -0.23 1.39 2.30 0.28
H 0.47 -0.36 2.75 0.45
H 2.71 1.36 2.45 0.13
N 0.05 0.53 -1.80 -0.41
N -1.74 -0.97 -2.22 -0.73
S 1.86 0.78 0.90 -0.21



Arrangement R

18
Properties=species:S:1:pos:R:3:mulliken_charge:R:1 method="wB97M-V/def2-TZVPD" smiles="CNN(C=S)C1CC1" homo_ev=-7.929 mol_weight_g_mol=130.22 charge=0
C -1.16 1.75 -0.50 -0.83
N 0.21 1.25 -0.76 -0.51
N 0.91 0.28 0.07 0.18
C 1.47 0.84 1.11 -0.07
S 2.13 -0.05 2.54 -0.31
C 0.84 -1.07 0.01 -0.32
C -0.26 -1.66 -0.88 -0.76
C -0.41 -1.61 0.73 -0.42
H -2.14 1.13 -0.77 0.22
H -1.34 2.11 0.38 0.40
H -0.92 2.72 -1.15 0.35
H 0.27 1.07 -1.86 0.33
H 1.27 2.02 1.31 0.29
H 1.77 -1.56 0.22 0.48
H -0.11 -2.65 -1.28 0.26
H -0.75 -0.95 -1.39 0.23
H -1.35 -1.01 1.06 0.18
H -0.42 -2.60 1.17 0.31



What should be chosen as the most stable of them? Choose arrangement P.



Arrangement P

12
Properties=species:S:1:pos:R:3:mulliken_charge:R:1 method="wB97M-V/def2-TZVPD" homo_ev=-8.649 mol_weight_g_mol=98.18 charge=0
C 0.77 -1.26 0.29 -0.60
C -2.38 -1.12 -0.06 -0.74
C 0.59 0.05 0.22 0.79
C 2.07 0.25 -0.17 -0.94
O -0.31 1.04 0.26 -0.28
Si -1.85 0.53 0.01 0.40
H 2.70 -0.66 -0.40 0.31
H 2.03 0.66 -1.12 0.32
H 2.72 0.79 0.55 0.31
H -1.68 -2.00 0.02 0.22
H -2.28 1.84 -0.07 -0.08
H -3.46 -1.32 -0.12 0.30



Arrangement Q

12
Properties=species:S:1:pos:R:3:mulliken_charge:R:1 method="wB97M-V/def2-TZVPD" smiles="CC(=O)C#C[SiH3]" homo_ev=-10.382 mol_weight_g_mol=98.18 charge=0
C -0.50 2.27 0.29 -0.88
C 0.27 1.64 -0.82 0.34
O 0.57 2.15 -1.88 -0.50
C 0.44 0.22 -0.56 0.34
C 0.40 -0.99 -0.32 -0.14
Si 0.35 -2.68 0.27 0.25
H 0.03 1.86 1.24 0.29
H -0.62 3.31 0.34 0.34
H -1.58 1.75 0.14 0.24
H -1.14 -2.92 0.35 -0.09
H 0.95 -3.07 1.66 -0.08
H 0.85 -3.54 -0.70 -0.11



What should be chosen as the most stable of them? Choose arrangement Q.



Arrangement P

21
Properties=species:S:1:pos:R:3:mulliken_charge:R:1 method="wB97M-V/def2-TZVPD" smiles="CC1=CON(C)[C@H](C)C1=O" homo_ev=-8.968 mol_weight_g_mol=141.17 charge=0
C 2.90 -0.73 -0.31 -1.23
C 1.58 -0.07 0.16 0.43
C 0.98 -0.21 1.38 -0.35
O -0.17 0.37 1.79 -0.28
N -1.24 -0.10 0.80 -0.22
C -2.63 0.42 1.20 -0.87
C -0.87 0.49 -0.60 0.24
C -1.48 -0.35 -1.90 -1.12
C 0.60 0.44 -0.90 0.08
O 0.96 0.84 -1.95 -0.56
H 3.81 -0.19 0.18 0.27
H 3.01 -0.64 -1.40 0.35
H 2.87 -1.75 -0.18 0.35
H 1.42 -0.76 2.17 0.44
H -3.15 0.93 0.42 0.35
H -3.12 -0.41 1.71 0.34
H -2.59 1.22 2.05 0.28
H -1.30 1.39 -0.67 0.46
H -1.17 0.40 -2.57 0.42
H -2.60 -0.45 -1.93 0.32
H -0.88 -1.24 -2.00 0.31



Arrangement Q

21
Properties=species:S:1:pos:R:3:mulliken_charge:R:1 method="wB97M-V/def2-TZVPD" smiles="C=C1C[C@@H]1C[C@@H](N)C(=O)O" homo_ev=-9.446 mol_weight_g_mol=141.17 charge=0
C -3.38 0.49 0.18 -0.75
C -2.28 -0.21 -0.06 0.18
C -1.39 -1.36 0.19 -0.56
C -0.89 -0.12 -0.62 -0.08
C 0.11 0.87 -0.05 -0.87
C 1.60 0.64 -0.49 0.10
N 2.47 1.57 0.11 -0.69
C 1.73 -0.83 -0.21 0.45
O 1.50 -1.68 -1.00 -0.56
O 2.02 -1.09 1.06 -0.47
H -4.22 0.15 0.85 0.24
H -3.46 1.47 -0.33 0.24
H -1.50 -2.30 -0.36 0.25
H -1.00 -1.54 1.23 0.22
H -0.73 -0.31 -1.68 0.34
H -0.16 1.87 -0.36 0.34
H 0.02 0.88 1.07 0.29
H 1.60 0.77 -1.62 0.37
H 2.50 1.38 1.12 0.29
H 3.45 1.43 -0.21 0.29
H 2.03 -2.06 1.18 0.37



What should be chosen as the most stable of them? Choose arrangement Q.



Arrangement P

21
Properties=species:S:1:pos:R:3:mulliken_charge:R:1 method="wB97M-V/def2-TZVPD" smiles="CC(N)=O.CCSC" homo_ev=-8.342 mol_weight_g_mol=135.23 charge=0
C 1.72 1.27 1.56 -1.16
C 0.85 1.90 0.50 0.77
N 1.53 2.08 -0.69 -0.38
O -0.26 2.34 0.65 -0.62
H 1.12 0.75 2.31 0.24
H 2.34 2.04 2.01 0.36
H 2.38 0.48 1.20 0.40
H 1.18 2.86 -1.23 0.24
H 2.40 1.62 -0.89 0.19
C -0.83 -1.58 1.60 -1.18
C 0.04 -1.78 0.37 0.03
S -0.72 -1.89 -1.25 -0.11
C -1.56 -0.30 -1.32 -0.65
H -1.54 -0.75 1.54 0.32
H -0.26 -1.48 2.51 0.33
H -1.54 -2.40 1.75 0.36
H 0.78 -0.98 0.42 -0.13
H 0.55 -2.71 0.50 0.34
H -2.62 -0.31 -1.57 0.32
H -1.38 0.39 -0.50 0.07
H -1.22 0.22 -2.23 0.28



Arrangement Q

21
Properties=species:S:1:pos:R:3:mulliken_charge:R:1 method="wB97M-V/def2-TZVPD" smiles=CSCC[C@@H](N)CO homo_ev=-8.454 mol_weight_g_mol=135.23 charge=0
C -2.69 1.85 1.17 -0.87
S -2.06 1.32 -0.39 -0.11
C -1.27 -0.31 -0.15 -0.62
C 0.19 -0.04 0.12 -1.15
C 1.09 -1.34 0.03 0.59
N 1.06 -1.78 -1.32 -0.48
C 2.45 -1.02 0.68 -0.83
O 3.30 -0.08 0.04 -0.49
H -2.64 2.94 1.19 0.32
H -2.17 1.56 2.08 0.29
H -3.66 1.38 1.35 0.29
H -1.49 -0.89 -1.06 0.41
H -1.69 -1.08 0.56 0.36
H 0.63 0.77 -0.46 0.47
H 0.28 0.37 1.16 0.29
H 0.65 -2.01 0.79 0.24
H 1.39 -2.60 -1.79 0.15
H 0.80 -1.13 -2.05 0.17
H 2.45 -0.85 1.82 0.29
H 3.05 -1.93 0.56 0.36
H 2.76 0.71 -0.06 0.32



Arrangement R

21
Properties=species:S:1:pos:R:3:mulliken_charge:R:1 method="wB97M-V/def2-TZVPD" smiles=CCN[C@H](CO)CS homo_ev=-9.168 mol_weight_g_mol=135.23 charge=0
C 2.64 0.51 1.29 -1.21
C 1.52 0.02 0.36 -0.26
N 0.47 1.03 0.21 -0.44
C -0.85 0.53 -0.21 -0.35
C -1.47 -0.18 0.98 -0.53
O -2.34 -1.26 0.70 -0.53
C -0.73 -0.43 -1.41 -0.63
S -2.27 -0.28 -2.41 -0.24
H 3.60 0.58 0.78 0.30
H 2.38 1.45 1.77 0.36
H 2.82 -0.22 2.08 0.26
H 2.01 -0.24 -0.58 0.29
H 1.08 -0.89 0.74 0.38
H 0.75 1.66 -0.54 0.24
H -1.40 1.42 -0.50 0.49
H -1.99 0.58 1.60 0.31
H -0.73 -0.58 1.67 0.32
H -2.99 -1.04 0.01 0.32
H 0.08 -0.13 -2.07 0.40
H -0.68 -1.45 -1.04 0.37
H -1.91 -1.08 -3.42 0.14



What should be chosen as the most stable of them? Choose arrangement P.



Arrangement P

18
Properties=species:S:1:pos:R:3:mulliken_charge:R:1 method="wB97M-V/def2-TZVPD" smiles=CSCCCC[O-] homo_ev=-2.739 mol_weight_g_mol=119.21 charge=-1
C 0.43 -2.04 -0.44 -0.61
S 0.89 -1.13 -1.96 -0.21
C 0.92 0.54 -1.31 -0.59
C -0.40 1.07 -0.71 -0.75
C -0.39 1.30 0.77 -0.62
C -0.72 -0.02 1.54 -0.56
O -1.73 -0.74 1.02 -0.90
H 0.42 -3.08 -0.68 0.36
H -0.53 -1.67 -0.07 0.23
H 1.19 -1.85 0.27 0.14
H 1.68 0.63 -0.50 0.30
H 1.27 1.17 -2.13 0.27
H -1.22 0.39 -0.86 0.42
H -0.65 1.98 -1.26 0.40
H 0.59 1.65 1.15 0.33
H -1.15 2.04 0.98 0.35
H 0.23 -0.59 1.59 0.09
H -0.85 0.35 2.59 0.35



Arrangement Q

18
Properties=species:S:1:pos:R:3:mulliken_charge:R:1 method="wB97M-V/def2-TZVPD" smiles=CSCCCC[O-] homo_ev=-2.045 mol_weight_g_mol=119.21 charge=-1
C -1.62 1.37 -0.28 -1.01
S 0.15 1.53 -0.42 -0.05
C 0.51 0.98 1.17 -0.75
C 0.81 -0.47 1.62 -0.50
C 0.90 -1.31 0.29 -0.65
C -0.34 -1.71 -0.47 0.10
O -0.18 -2.13 -1.74 -0.87
H -2.04 1.40 -1.38 0.27
H -1.84 0.52 0.30 0.47
H -2.13 2.23 0.15 0.28
H -0.33 1.30 1.82 0.31
H 1.34 1.63 1.47 0.38
H 1.71 -0.48 2.28 0.28
H 0.01 -0.97 2.11 0.30
H 1.46 -2.23 0.41 0.43
H 1.50 -0.65 -0.35 0.25
H -1.18 -0.86 -0.33 -0.41
H -1.01 -2.54 0.16 0.18



What should be chosen as the most stable of them? Choose arrangement P.